Formula: C4H7NS
Source: the Open Molecules 2025 dataset
Level of theory: ωB97M-V with the def2-TZVPD basis set

Atoms and positions in Å:
C (-1.22647, -1.12579, -0.97966)
C (-0.18427, -0.98131, 0.15601)
C (1.24736, -0.72638, -0.42588)
C (1.14306, 0.75505, -0.66184)
H (-0.86088, -1.87725, -1.68458)
H (-1.36577, -0.20429, -1.56463)
H (-2.17701, -1.52544, -0.56485)
H (-0.02432, -1.87070, 0.88227)
H (2.06293, -0.96176, 0.34681)
H (1.49831, -1.33416, -1.29656)
H (1.85637, 1.20506, -1.35913)
N (0.31542, 1.51946, -0.04177)
S (-0.56723, 0.52518, 1.06258)

Forces on atoms 1 to 2 (eV/Å):
0.1 -1.2 0.5
1.1 -1.7 0.3

highest occupied orbital energy: -8.48 eV
LUMO level: 0.0326 Ha
energy: -609.5208 a.u.


Formula: C29H44BN8RhS
Source: the Open Molecules 2025 dataset
Level of theory: ωB97M-V with the def2-TZVPD basis set

Atoms and positions in Å:
Rh (0.56034, 0.52633, 0.11538)
C (-1.88237, -2.07516, 6.27273)
C (-2.41428, -0.84243, 5.54255)
C (-3.89494, -1.06694, 5.19995)
C (-2.27344, 0.38577, 6.45745)
C (-1.63996, -0.56279, 4.26436)
C (-0.49878, -1.27150, 3.89354)
C (0.15355, -0.96285, 2.71650)
N (-0.26201, 0.01072, 1.90760)
C (-1.34458, 0.73383, 2.25102)
C (-2.04958, 0.45967, 3.40427)
C (-1.69436, 1.78686, 1.27883)
C (-2.69632, 2.71256, 1.45846)
C (-2.99555, 3.65706, 0.47194)
C (-2.23372, 3.59439, -0.69042)
C (-1.22425, 2.66333, -0.82347)
N (-0.94800, 1.78814, 0.14772)
C (-4.11843, 4.65709, 0.68265)
C (-4.21875, 5.65041, -0.47432)
C (-3.86287, 5.42969, 1.98600)
C (-5.43775, 3.87410, 0.79145)
H (-2.49165, -2.25619, 7.15723)
H (-0.85389, -1.93873, 6.61265)
H (-1.93393, -2.97131, 5.65132)
H (-4.44453, -1.29170, 6.11370)
H (-4.02138, -1.90790, 4.51618)
H (-4.35701, -0.18569, 4.75338)
H (-2.80436, 0.20386, 7.39184)
H (-2.69881, 1.28200, 6.00278)
H (-1.22709, 0.58398, 6.69665)
H (-0.11751, -2.07722, 4.50258)
H (1.02816, -1.51623, 2.39431)
H (-2.93053, 1.03845, 3.63916)
H (-3.25969, 2.69753, 2.37987)
H (-2.40406, 4.27123, -1.51394)
H (-0.62993, 2.60367, -1.72257)
H (-3.29828, 6.22374, -0.60007)
H (-5.01921, 6.35938, -0.26672)
H (-4.46076, 5.15747, -1.41747)
H (-2.91258, 5.96485, 1.95058)
H (-3.86064, 4.77811, 2.86099)
H (-4.65642, 6.16267, 2.12949)
H (-5.63234, 3.29718, -0.11386)
H (-6.26140, 4.57450, 0.92946)
H (-5.43767, 3.19102, 1.64262)
B (0.79906, -0.84638, -3.18008)
N (1.36185, 0.56303, -2.80387)
C (1.94013, 1.34156, -3.71784)
C (2.32391, 2.53676, -3.12690)
C (1.94282, 2.40457, -1.80723)
N (1.37524, 1.19391, -1.61441)
N (-0.14310, -1.43081, -2.07424)
C (-0.89064, -2.50435, -2.31178)
C (-1.61804, -2.82655, -1.17353)
C (-1.24579, -1.87641, -0.25099)
N (-0.32729, -1.04286, -0.79385)
H (0.12207, -0.69608, -4.15841)
H (1.71493, -1.60686, -3.35851)
H (2.02902, 0.99991, -4.73572)
H (2.81167, 3.37403, -3.59320)
H (2.05657, 3.09192, -0.98811)
H (-0.85682, -2.98024, -3.27790)
H (-2.31495, -3.63565, -1.04822)
H (-1.58029, -1.74487, 0.76236)
C (2.68502, 1.77646, 4.31622)
N (3.48213, 1.01450, 3.35428)
C (4.86269, 0.78395, 3.79848)
C (3.11291, 0.84381, 2.07643)
S (2.00694, 2.01060, 1.41792)
N (3.64669, -0.16286, 1.38505)
C (3.67738, -0.20210, -0.07829)
C (4.12196, -1.39249, 2.02855)
H (2.90911, 1.38745, 5.30816)
H (1.62444, 1.65783, 4.11280)
H (2.93657, 2.83771, 4.28816)
H (5.23974, 1.71865, 4.21373)
H (5.49481, 0.50522, 2.96185)
H (4.90996, 0.01466, 4.56903)
H (3.70008, 0.80512, -0.48370)
H (2.82230, -0.75016, -0.48955)
H (4.58188, -0.72691, -0.38070)
H (3.76835, -1.44375, 3.05488)
H (5.20917, -1.45997, 2.01464)
H (3.71954, -2.23818, 1.47022)

Forces on atoms 1 to 2 (eV/Å):
0.9 0.3 0.0
0.0 0.0 0.0

highest occupied orbital energy: -13.80 eV
LUMO level: -0.2576 Ha
energy: -2102.6847 a.u.
charge: +2


Formula: C15H58N6O14
Source: the Open Molecules 2025 dataset
Level of theory: ωB97M-V with the def2-TZVPD basis set

Atoms and positions in Å:
C (4.77227, 2.22841, 1.50149)
C (4.22558, 1.04286, 0.59529)
O (3.10740, 1.59263, -0.13176)
H (5.54574, 1.84818, 2.18765)
H (3.99626, 2.66225, 2.15615)
H (5.24267, 3.05937, 1.01248)
H (3.87139, 0.07250, 1.01739)
H (4.96732, 0.84531, -0.09316)
H (3.36253, 2.16421, -0.82465)
C (-2.21916, -2.52370, 4.31241)
O (-1.86902, -3.87172, 4.26362)
N (-2.76891, -2.06700, 5.40719)
N (-2.20999, -1.75184, 3.28424)
H (-2.81180, -2.67996, 6.23659)
H (-2.88847, -1.02151, 5.59775)
H (-1.75862, -2.20136, 2.44635)
H (-2.78814, -0.86161, 3.19877)
C (-0.06536, -0.14676, -0.19022)
O (-1.05906, -0.90116, 0.47695)
N (0.50648, 0.90270, 0.33102)
N (0.33919, -0.36100, -1.37802)
H (0.10517, 1.30341, 1.16140)
H (1.48597, 1.20410, 0.10771)
H (0.09158, -1.31842, -1.61013)
H (1.07147, 0.08415, -1.84624)
C (-2.41577, 1.56306, 2.28487)
O (-1.06713, 1.91207, 2.13776)
N (-3.05279, 0.46242, 1.94671)
N (-3.24343, 2.44158, 2.75906)
H (-2.52244, -0.03998, 1.28038)
H (-4.04296, 0.38759, 1.67737)
H (-2.79099, 3.21549, 3.33329)
H (-4.08840, 2.06271, 3.17261)
C (-1.87612, -2.96910, -2.34221)
O (-0.58599, -2.83763, -1.89549)
H (-2.17544, -4.01221, -2.17100)
H (-1.87241, -2.82771, -3.42412)
H (-2.58949, -2.27541, -1.99173)
H (-0.04046, -3.41120, -2.43730)
C (0.31105, -1.66978, -5.78745)
O (0.88337, -1.91234, -4.50247)
H (-0.72519, -1.72430, -5.66009)
H (0.79939, -2.43891, -6.42151)
H (0.56106, -0.73955, -6.23346)
H (1.05831, -1.01724, -4.18394)
C (-0.14892, 4.10579, -0.79553)
O (0.68919, 3.04404, -1.18859)
H (-1.08553, 3.79785, -1.17285)
H (0.15984, 5.10761, -1.12834)
H (-0.20217, 4.14331, 0.30396)
H (0.41600, 2.23854, -0.75134)
C (-3.42778, -2.98200, 0.74554)
O (-2.13383, -3.58017, 0.78950)
H (-3.96789, -2.90454, 1.75175)
H (-4.12266, -3.53525, 0.12682)
H (-3.34575, -2.02061, 0.29986)
H (-1.55165, -3.03128, 0.23850)
C (1.47741, 2.86525, 3.38242)
O (2.53801, 3.19816, 4.18882)
H (0.58437, 3.35366, 3.75851)
H (1.30229, 1.80994, 3.32308)
H (1.61304, 3.15500, 2.34033)
H (2.72962, 4.14482, 4.11306)
C (2.11999, -2.79787, -0.01583)
O (2.78303, -3.55392, 0.95316)
H (2.32834, -3.30440, -0.97307)
H (2.44903, -1.76015, -0.04340)
H (1.04807, -2.82091, -0.03279)
H (2.68490, -3.03134, 1.77019)
C (-1.17551, 1.41485, -4.12982)
O (-1.30707, 0.24294, -3.37735)
H (-0.80096, 2.35423, -3.65777)
H (-2.21073, 1.66678, -4.38697)
H (-0.56471, 1.19633, -5.07442)
H (-0.61588, 0.11675, -2.71456)
C (-2.94883, 1.66477, -1.09189)
O (-3.28237, 0.35428, -1.47284)
H (-2.94489, 2.38539, -1.94214)
H (-1.98183, 1.67345, -0.55802)
H (-3.70914, 2.04863, -0.44995)
H (-2.61104, -0.00791, -2.05147)
C (3.04605, 0.27502, -3.12930)
O (1.79605, 0.66851, -3.64528)
H (3.07213, -0.71181, -2.76765)
H (3.57253, 1.01218, -2.50654)
H (3.67404, 0.11925, -3.95520)
H (1.86221, 1.55000, -4.06549)
C (1.24048, -1.22623, 3.01178)
O (2.52464, -1.69261, 2.92928)
H (0.87858, -0.93726, 4.01736)
H (0.48764, -1.98112, 2.69403)
H (1.17140, -0.30870, 2.41131)
H (3.11360, -0.99288, 3.16761)

Forces on atoms 1 to 2 (eV/Å):
-0.5 -1.9 1.6
-1.2 2.6 1.1

highest occupied orbital energy: -8.06 eV
LUMO level: 0.0026 Ha
energy: -1987.9637 a.u.


Formula: C38H50BF2NO12
Source: the Open Molecules 2025 dataset
Level of theory: ωB97M-V with the def2-TZVPD basis set

Atoms and positions in Å:
C (0.88305, -2.52425, 2.72169)
C (0.26501, -1.11763, 2.57949)
C (0.55639, -0.16361, 3.76998)
C (-0.66584, 0.58938, 4.32925)
N (-0.81626, 1.97028, 3.75230)
C (-1.25663, 1.78122, 2.38976)
C (-2.54204, 1.36303, 2.06695)
F (-3.41154, 1.14546, 3.07106)
C (-2.88974, 1.14435, 0.74745)
C (-1.97632, 1.32898, -0.28250)
C (-2.39335, 1.03040, -1.71954)
C (-3.50912, -0.03008, -1.84405)
C (-3.45195, -0.59148, -3.28016)
O (-4.79551, 0.57289, -1.65519)
C (-5.74172, -0.34605, -1.13159)
C (-7.16298, 0.00702, -1.49690)
C (-7.77867, 1.20462, -1.13698)
C (-9.09385, 1.47171, -1.46996)
C (-9.86680, 0.54993, -2.17729)
C (-9.24684, -0.64043, -2.55543)
C (-7.92703, -0.90977, -2.21814)
C (-0.68263, 1.75553, 0.03384)
C (-0.32710, 1.98718, 1.36923)
C (1.10484, 2.46854, 1.63327)
O (1.32994, 3.34120, 2.43140)
C (2.15795, 1.78317, 0.77616)
C (3.40681, 1.42784, 1.29597)
C (3.80109, 1.76639, 2.74176)
C (4.52981, 3.11430, 2.86911)
O (3.97512, 4.13803, 3.12138)
F (5.88062, 3.15543, 2.73435)
C (4.29950, 0.73827, 0.43891)
B (5.72446, 0.20233, 0.87914)
O (6.68574, 0.94034, 1.53286)
O (6.00414, -1.13473, 0.60051)
C (5.29403, -2.03359, 1.46783)
C (3.90375, 0.47390, -0.87125)
C (2.66865, 0.84515, -1.38831)
C (2.27126, 0.50295, -2.83088)
C (3.36807, -0.26128, -3.55816)
C (4.29667, 0.40699, -4.36657)
C (5.30915, -0.29238, -5.00220)
C (5.44501, -1.67438, -4.87394)
C (4.51938, -2.33397, -4.06700)
C (3.50264, -1.64058, -3.41714)
C (1.77998, 1.51567, -0.55343)
C (0.39500, 1.94966, -1.00489)
O (0.18075, 2.42829, -2.09675)
H (1.94792, -2.47916, 2.46218)
H (0.41662, -3.16282, 1.95284)
H (0.67916, -3.00942, 3.68297)
H (-0.81208, -1.17324, 2.36450)
H (0.72171, -0.66508, 1.68215)
H (0.96746, -0.77183, 4.59441)
H (1.34809, 0.56069, 3.53978)
H (-1.59918, 0.01578, 4.27784)
H (-0.47076, 0.75358, 5.39928)
H (-1.60278, 2.35516, 4.27512)
H (-3.90125, 0.79253, 0.54830)
H (-2.76597, 1.95880, -2.17297)
H (-1.54720, 0.65376, -2.30453)
H (-3.40565, -0.82483, -1.08841)
H (-3.39835, 0.23068, -4.00468)
H (-4.32549, -1.21393, -3.51210)
H (-2.53919, -1.19172, -3.42175)
H (-5.66907, -0.37690, -0.02336)
H (-5.51905, -1.37430, -1.46387)
H (-7.19773, 1.95018, -0.58119)
H (-9.57972, 2.40146, -1.17245)
H (-10.90992, 0.72744, -2.42805)
H (-9.85088, -1.35654, -3.11509)
H (-7.53000, -1.86935, -2.55472)
H (2.90782, 1.88190, 3.36064)
H (4.38936, 0.95780, 3.19832)
H (7.44242, 1.16650, 0.98042)
H (6.00248, -2.67718, 2.00513)
H (4.70417, -2.71276, 0.83399)
H (4.66148, -1.49824, 2.19102)
H (4.63155, -0.05049, -1.49050)
H (1.40193, -0.17664, -2.82428)
H (1.95209, 1.39767, -3.37391)
H (4.18547, 1.48877, -4.43739)
H (6.02131, 0.26640, -5.61144)
H (6.24790, -2.20363, -5.38146)
H (4.64502, -3.41365, -3.97563)
H (2.82969, -2.21963, -2.78091)
O (-7.53441, 3.97733, 0.49019)
H (-8.26835, 4.60010, 0.48816)
H (-6.77482, 4.51018, 0.74748)
O (1.23505, -2.30133, -6.02990)
H (1.43620, -3.23745, -5.93509)
H (1.91525, -1.86048, -5.50813)
O (-5.46344, -0.89955, 4.70216)
H (-5.11149, -0.85723, 5.59749)
H (-4.79427, -0.45828, 4.16839)
O (6.88114, -3.07842, -1.97854)
H (7.21967, -2.66432, -1.17175)
H (6.28456, -2.41936, -2.35367)
O (-2.11736, -0.82933, 6.55971)
H (-1.86589, -1.75148, 6.67870)
H (-1.52168, -0.34715, 7.14230)
O (8.03841, -3.47811, 0.60140)
H (8.24521, -4.41436, 0.69015)
H (8.71392, -3.03469, 1.12544)

Forces on atoms 1 to 2 (eV/Å):
-0.6 0.1 -0.9
0.6 0.4 -0.2

highest occupied orbital energy: -9.05 eV
LUMO level: -0.0261 Ha
energy: -2660.3017 a.u.
SMILES string: CCCCNc1c(F)cc(C[C@H](C)OCc2ccccc2)c2c1C(=O)c1c(CC(=O)F)c(B(O)OC)cc(Cc3ccccc3)c1C2=O.O.O.O.O.O.O


no.,molar mass (g/mol),HOMO-LUMO gap (eV)
1,101.2,9.364
2,650.5,6.790
3,546.7,8.134
4,761.6,8.339